{
  "formula": "C10H14N2O",
  "method": "ωB97M-V/def2-TZVPD",
  "elements": ["C", "C", "C", "N", "C", "N", "O", "C", "C", "C", "C", "C", "C", "H", "H", "H", "H", "H", "H", "H", "H", "H", "H", "H", "H", "H", "H"],
  "positions_angstrom": [[0.051, 2.736, -0.450], [0.504, 1.313, -0.688], [1.479, 0.925, 0.405], [2.102, -0.303, 0.293], [1.562, -1.328, 1.214], [2.986, -0.740, -0.691], [3.278, -1.913, -0.597], [-0.727, 0.349, -0.635], [-1.523, 0.442, 0.577], [-2.473, -0.630, 0.915], [-2.618, -1.637, -0.086], [-1.876, -1.613, -1.184], [-0.894, -0.775, -1.556], [0.812, 3.417, -0.684], [-0.580, 2.923, -1.380], [-0.309, 2.755, 0.521], [0.894, 1.303, -1.821], [2.098, 1.902, 0.542], [0.655, 1.106, 1.355], [1.064, -0.736, 1.940], [0.981, -2.194, 0.774], [2.321, -1.811, 1.803], [-1.223, 1.304, 1.246], [-3.037, -0.853, 2.061], [-3.233, -2.456, 0.308], [-2.065, -2.453, -1.843], [-0.228, -1.034, -2.339]],
  "e_lumo_ev": 0.788,
  "total_charge": 0,
  "e_tot_ev": -15619.103,
  "smiles": "C[C@@H](CN(C)N=O)c1ccccc1",
  "de_lowest_kcal_mol": 142.9,
  "multiplicity": 1,
  "orbital_gap_ev": 9.944
}



{
  "formula": "C6H9N",
  "method": "ωB97M-V/def2-TZVPD",
  "elements": ["C", "C", "C", "C", "C", "C", "N", "H", "H", "H", "H", "H", "H", "H", "H", "H"],
  "positions_angstrom": [[-2.534, -0.404, 0.032], [-1.121, 0.104, 0.043], [-0.647, 1.351, 0.302], [0.791, 1.315, 0.204], [1.144, 0.031, -0.048], [2.451, -0.696, -0.054], [-0.019, -0.743, -0.194], [-2.578, -1.474, 0.264], [-3.126, 0.122, 0.791], [-3.024, -0.246, -0.937], [-1.246, 2.218, 0.551], [1.470, 2.147, 0.313], [2.397, -1.636, -0.619], [3.259, -0.084, -0.458], [2.712, -0.969, 0.977], [0.072, -1.035, -1.166]],
  "e_lumo_ev": 1.069,
  "total_charge": 0,
  "e_tot_ev": -7857.482,
  "smiles": "Cc1ccc(C)[nH]1",
  "de_lowest_kcal_mol": 15.6,
  "multiplicity": 1,
  "orbital_gap_ev": 8.997
}



{
  "formula": "C16H18CuIN3O2",
  "method": "ωB97M-V/def2-TZVPD",
  "elements": ["C", "C", "H", "H", "H", "H", "H", "H", "C", "C", "C", "C", "H", "H", "H", "H", "N", "C", "C", "N", "C", "C", "C", "H", "H", "C", "H", "H", "Cu", "I", "O", "C", "C", "C", "C", "O", "N", "H", "H", "H", "H"],
  "positions_angstrom": [[3.516, 4.465, 0.793], [4.682, 3.552, 0.424], [3.208, 5.078, -0.057], [3.774, 5.128, 1.625], [2.645, 3.867, 1.096], [4.361, 2.762, -0.260], [5.481, 4.122, -0.059], [5.097, 3.077, 1.317], [-2.853, 1.415, -0.952], [-4.070, 1.354, -1.640], [-4.316, 0.253, -2.469], [-3.354, -0.757, -2.596], [-2.588, 2.245, -0.300], [-4.779, 2.169, -1.510], [-5.252, 0.178, -3.020], [-3.465, -1.633, -3.238], [-1.939, 0.454, -1.095], [-2.147, -0.617, -1.881], [-1.037, -1.561, -1.933], [0.043, -1.190, -1.206], [1.111, -1.983, -1.063], [0.104, -3.587, -2.554], [1.187, -3.201, -1.744], [1.884, -1.631, -0.387], [2.085, -3.805, -1.626], [-1.021, -2.768, -2.645], [-1.894, -3.012, -3.260], [0.149, -4.524, -3.101], [-0.115, 0.427, -0.081], [0.497, 2.725, 0.176], [2.208, -0.129, 2.314], [1.070, -0.550, 2.490], [0.543, -1.171, 3.786], [-0.854, -1.646, 3.446], [-1.085, -1.220, 2.001], [-2.098, -1.428, 1.331], [0.049, -0.578, 1.555], [1.196, -1.979, 4.112], [0.513, -0.404, 4.570], [-0.944, -2.728, 3.542], [-1.588, -1.170, 4.100]],
  "e_lumo_ev": [-0.965, -1.391],
  "total_charge": 0,
  "e_tot_ev": -78191.726,
  "de_lowest_kcal_mol": 0.0,
  "multiplicity": 2,
  "orbital_gap_ev": [7.325, 6.817]
}



{
  "formula": "C66H144AgF8N2O8P4S4",
  "method": "ωB97M-V/def2-TZVPD",
  "elements": ["Ag", "C", "C", "C", "C", "P", "C", "C", "C", "C", "C", "C", "C", "C", "C", "C", "C", "C", "H", "H", "H", "H", "H", "H", "H", "H", "H", "H", "H", "H", "H", "H", "H", "H", "H", "H", "H", "H", "H", "H", "H", "H", "H", "H", "H", "H", "H", "H", "H", "H", "H", "H", "H", "H", "C", "C", "C", "C", "P", "C", "C", "C", "C", "C", "C", "C", "C", "C", "C", "C", "C", "H", "H", "H", "H", "H", "H", "H", "H", "H", "H", "H", "H", "H", "H", "H", "H", "H", "H", "H", "H", "H", "H", "H", "H", "H", "H", "H", "H", "H", "H", "H", "H", "H", "H", "H", "H", "C", "C", "C", "C", "P", "C", "C", "C", "C", "C", "C", "C", "C", "C", "C", "C", "C", "H", "H", "H", "H", "H", "H", "H", "H", "H", "H", "H", "H", "H", "H", "H", "H", "H", "H", "H", "H", "H", "H", "H", "H", "H", "H", "H", "H", "H", "H", "H", "H", "H", "H", "H", "H", "C", "C", "C", "C", "P", "C", "C", "C", "C", "C", "C", "C", "C", "C", "C", "C", "C", "H", "H", "H", "H", "H", "H", "H", "H", "H", "H", "H", "H", "H", "H", "H", "H", "H", "H", "H", "H", "H", "H", "H", "H", "H", "H", "H", "H", "H", "H", "H", "H", "H", "H", "H", "H", "N", "S", "O", "O", "F", "S", "O", "O", "F", "C", "F", "F", "F", "S", "O", "O", "N", "S", "O", "O", "C", "F", "F", "F"],
  "positions_angstrom": [[-26.945, 17.877, 5.618], [-28.919, 19.670, 13.863], [-28.898, 18.152, 13.974], [-28.460, 17.323, 12.707], [-29.537, 17.464, 11.581], [-28.994, 16.646, 10.074], [-27.348, 17.188, 9.489], [-27.102, 18.732, 9.685], [-25.717, 19.127, 9.165], [-24.566, 18.497, 9.867], [-28.849, 14.855, 10.402], [-28.761, 13.920, 9.176], [-29.228, 12.575, 9.585], [-29.103, 11.505, 8.418], [-30.232, 16.921, 8.782], [-31.577, 16.491, 9.343], [-32.687, 16.457, 8.283], [-32.682, 15.181, 7.387], [-28.943, 20.258, 14.781], [-29.721, 19.989, 13.198], [-28.053, 20.091, 13.352], [-29.816, 17.868, 14.489], [-28.152, 17.926, 14.736], [-28.214, 16.291, 12.954], [-27.447, 17.598, 12.413], [-29.849, 18.475, 11.318], [-30.392, 16.903, 11.959], [-27.159, 16.822, 8.479], [-26.730, 16.694, 10.239], [-27.117, 19.039, 10.731], [-27.834, 19.314, 9.125], [-25.552, 20.200, 9.265], [-25.558, 18.923, 8.106], [-24.371, 17.485, 9.510], [-24.751, 18.339, 10.930], [-23.635, 19.054, 9.761], [-29.677, 14.585, 11.057], [-27.943, 14.681, 10.984], [-27.747, 13.713, 8.834], [-29.356, 14.231, 8.317], [-30.238, 12.583, 9.994], [-28.637, 12.175, 10.409], [-29.723, 11.906, 7.616], [-29.367, 10.497, 8.739], [-28.083, 11.510, 8.035], [-29.997, 16.311, 7.910], [-30.137, 18.005, 8.722], [-31.895, 17.130, 10.167], [-31.499, 15.473, 9.724], [-32.353, 17.327, 7.717], [-33.683, 16.464, 8.725], [-33.348, 15.214, 6.525], [-32.726, 14.223, 7.906], [-31.693, 14.963, 6.984], [-26.227, 17.945, 2.042], [-24.969, 18.861, 2.267], [-25.049, 20.332, 1.785], [-25.404, 20.556, 0.344], [-24.950, 22.232, -0.308], [-24.455, 22.131, -2.070], [-24.703, 23.414, -2.914], [-24.389, 23.243, -4.400], [-24.471, 24.474, -5.213], [-26.194, 23.479, -0.197], [-26.793, 23.644, 1.202], [-25.909, 24.456, 2.206], [-26.010, 26.014, 2.093], [-23.355, 22.811, 0.503], [-22.765, 24.177, 0.315], [-21.586, 24.448, 1.376], [-22.085, 24.919, 2.752], [-26.210, 17.004, 2.592], [-26.354, 17.635, 1.005], [-27.118, 18.490, 2.356], [-24.118, 18.306, 1.872], [-24.649, 18.903, 3.308], [-24.048, 20.693, 2.022], [-25.635, 20.931, 2.482], [-26.476, 20.536, 0.143], [-24.961, 19.774, -0.273], [-25.054, 21.352, -2.542], [-23.405, 21.846, -1.994], [-24.068, 24.226, -2.560], [-25.724, 23.723, -2.690], [-25.048, 22.458, -4.771], [-23.385, 22.822, -4.459], [-25.471, 24.901, -5.150], [-24.231, 24.399, -6.273], [-23.802, 25.182, -4.724], [-26.870, 23.044, -0.933], [-25.790, 24.426, -0.554], [-27.114, 22.686, 1.609], [-27.670, 24.228, 0.921], [-24.870, 24.130, 2.172], [-26.321, 24.229, 3.189], [-25.018, 26.351, 2.396], [-26.806, 26.393, 2.734], [-26.214, 26.495, 1.136], [-22.661, 22.003, 0.268], [-23.545, 22.766, 1.576], [-23.634, 24.835, 0.302], [-22.325, 24.171, -0.682], [-20.989, 25.261, 0.965], [-20.904, 23.600, 1.451], [-22.619, 24.151, 3.311], [-22.899, 25.632, 2.617], [-21.285, 25.395, 3.320], [-16.591, 14.096, 0.278], [-16.692, 15.243, 1.308], [-17.851, 16.239, 1.028], [-19.213, 15.560, 0.825], [-20.181, 14.902, 2.262], [-20.363, 16.346, 3.377], [-20.912, 16.011, 4.795], [-21.297, 17.268, 5.671], [-21.830, 16.814, 7.058], [-21.891, 14.469, 1.671], [-22.475, 15.528, 0.727], [-23.751, 15.001, -0.039], [-24.472, 16.079, -0.828], [-19.327, 13.487, 3.035], [-20.299, 12.608, 4.012], [-19.802, 11.157, 4.142], [-19.821, 10.366, 2.783], [-16.655, 14.465, -0.746], [-17.320, 13.310, 0.473], [-15.588, 13.670, 0.248], [-15.777, 15.812, 1.143], [-16.734, 14.820, 2.311], [-17.639, 16.909, 0.194], [-17.850, 16.964, 1.841], [-19.073, 14.865, -0.002], [-19.993, 16.209, 0.426], [-20.998, 17.060, 2.853], [-19.350, 16.745, 3.319], [-20.164, 15.372, 5.263], [-21.825, 15.428, 4.669], [-22.100, 17.766, 5.127], [-20.459, 17.959, 5.767], [-22.484, 17.488, 7.612], [-21.036, 16.512, 7.741], [-22.426, 15.914, 6.907], [-22.479, 14.172, 2.540], [-21.788, 13.691, 0.914], [-21.870, 15.697, -0.163], [-22.697, 16.465, 1.238], [-24.428, 14.608, 0.719], [-23.317, 14.260, -0.711], [-24.877, 16.937, -0.290], [-25.282, 15.559, -1.340], [-23.915, 16.576, -1.621], [-18.408, 13.953, 3.391], [-18.863, 12.955, 2.204], [-21.325, 12.604, 3.642], [-20.286, 13.014, 5.023], [-20.364, 10.571, 4.869], [-18.785, 11.163, 4.534], [-19.480, 9.337, 2.897], [-19.102, 10.851, 2.122], [-20.826, 10.420, 2.364], [-33.296, 17.718, 4.526], [-32.658, 19.093, 4.689], [-33.582, 20.104, 5.301], [-34.984, 20.377, 4.500], [-36.359, 21.008, 5.548], [-37.851, 20.984, 4.558], [-39.319, 21.150, 5.121], [-39.621, 22.472, 5.749], [-41.126, 22.616, 6.257], [-36.592, 19.966, 7.022], [-36.749, 18.450, 6.727], [-36.891, 17.568, 8.055], [-36.907, 16.043, 7.876], [-36.189, 22.784, 6.121], [-34.754, 23.232, 6.424], [-34.686, 24.760, 6.645], [-33.353, 25.378, 7.098], [-33.546, 17.244, 5.475], [-32.645, 16.972, 4.070], [-34.231, 17.679, 3.967], [-32.259, 19.272, 3.690], [-31.714, 18.956, 5.215], [-32.978, 21.011, 5.339], [-33.783, 19.736, 6.307], [-35.270, 19.441, 4.021], [-34.840, 21.048, 3.653], [-37.913, 19.998, 4.099], [-37.625, 21.642, 3.719], [-39.421, 20.296, 5.791], [-40.082, 21.031, 4.353], [-39.259, 23.305, 5.146], [-39.042, 22.555, 6.669], [-41.841, 22.917, 5.491], [-41.081, 23.427, 6.984], [-41.490, 21.709, 6.739], [-37.234, 20.392, 7.792], [-35.605, 20.108, 7.463], [-35.851, 18.171, 6.175], [-37.637, 18.198, 6.148], [-37.745, 17.973, 8.598], [-36.095, 17.839, 8.748], [-35.965, 15.632, 7.513], [-37.766, 15.676, 7.313], [-37.131, 15.689, 8.882], [-36.849, 22.929, 6.977], [-36.589, 23.390, 5.309], [-34.013, 22.986, 5.663], [-34.433, 22.689, 7.313], [-35.451, 25.003, 7.383], [-34.969, 25.175, 5.678], [-32.448, 25.158, 6.532], [-33.132, 25.197, 8.150], [-33.478, 26.460, 7.141], [-26.751, 20.202, 5.797], [-27.994, 20.996, 5.384], [-27.913, 22.027, 4.382], [-28.939, 21.068, 6.512], [-28.597, 19.798, 4.493], [-25.849, 21.552, 6.073], [-26.236, 22.377, 7.208], [-25.217, 22.182, 4.932], [-24.548, 20.794, 6.682], [-24.895, 14.843, 4.915], [-24.759, 16.183, 4.759], [-25.078, 14.308, 3.682], [-23.798, 14.263, 5.449], [-26.341, 14.468, 6.054], [-26.591, 13.075, 5.917], [-25.879, 14.864, 7.420], [-27.506, 15.664, 5.446], [-28.484, 14.809, 4.683], [-27.874, 14.006, 3.609], [-29.573, 14.158, 5.400], [-29.470, 16.240, 3.756], [-28.708, 16.822, 2.835], [-30.557, 15.734, 3.165], [-29.751, 17.174, 4.669]],
  "e_lumo_ev": -5.602,
  "total_charge": 3,
  "e_tot_ev": -196349.086,
  "multiplicity": 1,
  "orbital_gap_ev": 9.444
}



{
  "formula": "C4H11N3O2",
  "method": "ωB97M-V/def2-TZVPD",
  "elements": ["C", "C", "N", "C", "N", "N", "H", "H", "H", "H", "H", "H", "H", "H", "H", "O", "C", "O", "H", "H"],
  "positions_angstrom": [[-1.232, -0.331, 1.582], [-0.986, 0.116, 0.160], [-1.807, 1.120, -0.310], [-0.037, -0.503, -0.625], [0.165, -0.099, -1.929], [0.556, -1.702, -0.299], [-1.726, -1.306, 1.605], [-0.286, -0.397, 2.131], [-1.871, 0.380, 2.116], [-1.850, 1.173, -1.323], [-2.720, 1.167, 0.135], [-0.699, -0.039, -2.457], [0.806, -0.750, -2.382], [-0.149, -2.380, -0.015], [1.110, -1.583, 0.553], [2.726, 0.392, 1.567], [2.140, 0.888, 0.618], [2.657, 0.959, -0.633], [1.214, 1.509, 0.724], [1.990, 1.387, -1.218]],
  "e_lumo_ev": 0.694,
  "total_charge": 0,
  "e_tot_ev": -12891.073,
  "smiles": "CC(N)=C(N)N.O=CO",
  "de_lowest_kcal_mol": 40.5,
  "multiplicity": 1,
  "orbital_gap_ev": 8.025
}